1 | A 2-piece molecular cluster, C9H16N2 overall, computed with ωB97M-V/def2-TZVPD.

```
! wB97M-V def2-TZVPD RIJCOSX def2/J DEFGRID3
* xyz 0 1
N -1.0211 -0.7644 0.6541
N 1.7215 -1.4094 1.1349
C -2.7330 -1.4044 -0.9110
C -1.0436 2.8382 0.5024
C 2.6060 0.0326 -0.5889
C -1.3739 0.4180 0.8709
C 1.8700 -0.1850 0.4734
C 1.5560 -2.5384 0.5832
C -1.5671 1.6556 1.2298
C -1.8539 -1.7951 0.1791
C 2.8574 1.4567 -1.0927
H -3.3554 -0.4162 -0.6920
H -1.1782 -2.6558 -0.0994
H -2.2527 -1.2051 -1.8588
H 3.0418 1.4693 -2.2160
H -0.3689 3.1907 1.1743
H 3.7611 1.9481 -0.6647
H -2.5000 -2.1542 1.0615
H 3.0546 -0.8484 -1.2041
H 1.4756 -3.4644 1.1671
H -0.6042 2.6922 -0.4460
H 1.4788 0.6252 1.0861
H -1.7020 3.5867 0.2290
H 1.5653 -2.7042 -0.4471
H -2.0212 1.7485 2.1849
H -3.3563 -2.2500 -1.1849
H 1.9432 2.1334 -1.1250
*
```

## Properties
**Molar mass**: 152.24 g/mol
**Kohn-Sham gap**: 0.340 Ha
**SMILES string**: C=N/C=C/C.CC=C=NCC


2 | One molecule with the formula C9H16N2, computed with ωB97M-V/def2-TZVPD.

```
! wB97M-V def2-TZVPD RIJCOSX def2/J DEFGRID3
* xyz 0 1
N -1.3894 2.3092 -1.0955
N 1.7782 2.4836 0.7925
C 0.7021 2.2500 0.2720
C -1.6103 -0.2903 0.5210
C -1.4529 1.1393 0.9165
C 0.9582 -0.6784 -0.1837
C 0.9546 -0.7484 -1.7166
C -0.5212 1.9122 -0.0840
C -0.4249 -2.6287 0.5033
C -0.2706 -1.0844 0.6951
C 2.1823 -0.4871 0.3041
H -2.0728 -0.4994 -0.4927
H -0.9305 1.1759 1.9885
H 0.5711 -1.8128 -1.9574
H -0.9817 2.4751 -1.9731
H 2.5173 1.7446 0.8042
H 2.0863 -0.5761 -2.0736
H -1.7899 3.2242 -0.9723
H -2.2674 -0.9076 1.1437
H -0.0575 -1.0814 1.8007
H 0.2314 0.0192 -2.1995
H 2.5283 -0.2517 1.3460
H -2.3349 1.6356 1.1042
H -0.8047 -2.9123 -0.6070
H -1.1885 -3.1097 1.1140
H 2.9810 -0.2932 -0.4312
H 0.6066 -3.0073 0.4807
*
```

## Properties
**Molar mass**: 152.24 g/mol
**Kohn-Sham gap**: 0.330 Ha
**SMILES string**: C=C(C)[C@H](C)CCC(N)=C=N


2 (44.2 kJ/mol below the next structure)